# 1
# C26H27BF4LuN4S4

C26H27BF4LuN4S4 as an isolated structure (ωB97M-V/def2-TZVPD, the OMol25 dataset).

Atoms and positions in Å:
Lu: 0.576 -0.026 -0.078
C: 0.085 2.898 -2.165
N: -0.748 1.924 -1.428
C: -1.671 1.288 -2.382
C: -0.973 0.222 -3.194
N: -0.871 -1.027 -2.430
C: -0.073 -2.000 -3.195
C: -2.193 -1.564 -2.142
C: -2.993 -2.001 -3.199
C: -4.255 -2.525 -2.986
C: -4.733 -2.609 -1.682
C: -3.953 -2.158 -0.634
C: -2.671 -1.624 -0.834
S: -1.786 -1.058 0.571
C: -1.415 2.626 -0.338
C: -2.761 2.972 -0.420
C: -3.380 3.663 0.613
C: -2.635 4.026 1.726
C: -1.294 3.692 1.799
C: -0.643 2.986 0.781
S: 1.059 2.561 0.905
H: 0.803 3.351 -1.487
H: -0.571 3.663 -2.600
H: 0.630 2.396 -2.961
H: -2.112 2.044 -3.047
H: -2.486 0.833 -1.822
H: 0.044 0.528 -3.448
H: -1.500 0.059 -4.146
H: -0.557 -2.242 -4.149
H: 0.053 -2.907 -2.609
H: 0.907 -1.581 -3.401
H: -2.618 -1.929 -4.213
H: -4.855 -2.867 -3.820
H: -5.714 -3.023 -1.479
H: -4.324 -2.211 0.381
H: -3.343 2.704 -1.289
H: -4.431 3.911 0.542
H: -3.100 4.552 2.550
H: -0.717 3.948 2.680
S: 2.669 -0.761 1.596
C: 1.520 -0.249 2.774
N: 0.286 -0.011 2.436
C: -0.490 0.439 3.492
C: -1.839 0.777 3.406
C: -2.482 1.207 4.551
C: -1.797 1.301 5.769
C: -0.457 0.970 5.857
C: 0.198 0.539 4.705
S: 1.853 0.063 4.463
H: -2.351 0.696 2.457
H: -3.528 1.480 4.500
H: -2.324 1.641 6.652
H: 0.069 1.054 6.799
F: 2.840 -3.537 -1.912
B: 2.934 -2.164 -1.779
F: 1.690 -1.747 -1.089
F: 2.997 -1.525 -3.010
F: 4.014 -1.775 -0.994
C: 5.405 1.349 -0.154
C: 4.779 1.543 -1.537
C: 3.359 1.168 -1.545
N: 2.250 0.887 -1.539
H: 6.451 1.652 -0.197
H: 5.337 0.309 0.151
H: 4.889 1.952 0.592
H: 5.266 0.927 -2.294
H: 4.840 2.584 -1.858

Calculated values
Kohn-Sham gap: 7.2 eV
Net charge: -1
Energy above the lowest of the compared OMol25 structures with the same formula, charge and spin: 0.2063 eV
Max |F|: 0.55 eV Å⁻¹
HOMO level: -0.1693 hartree



# 2
# C26H27BrN2O8P2SiSn

C26H27BrN2O8P2SiSn as an isolated structure (ωB97M-V/def2-TZVPD, the OMol25 dataset).

Atoms and positions in Å:
Sn: 2.112 0.086 0.580
N: 0.495 -4.052 -2.996
C: 0.108 -3.139 -1.850
C: -1.245 -3.633 -1.320
P: 1.389 -3.251 -0.507
O: 2.691 -3.509 -1.432
O: 1.091 -4.361 0.396
O: 1.516 -1.836 0.050
P: -0.149 -1.516 -2.650
O: 1.292 -0.840 -2.751
O: -0.793 -1.740 -3.947
O: -0.910 -0.725 -1.549
H: 1.493 -3.955 -3.208
H: -0.073 -3.793 -3.818
H: 0.319 -5.031 -2.754
H: -1.151 -4.654 -0.951
H: -2.010 -3.575 -2.097
H: -1.556 -3.024 -0.475
H: 3.229 -4.241 -1.096
H: 1.453 -0.422 -3.610
O: 5.165 -3.486 5.066
C: 4.632 -2.732 4.113
C: 5.318 -2.321 2.965
C: 4.659 -1.537 2.048
N: 3.384 -1.158 2.204
C: 2.757 -1.555 3.305
Br: 0.984 -0.917 3.388
C: 3.303 -2.330 4.289
H: 6.085 -3.718 4.884
H: 6.349 -2.602 2.800
H: 5.156 -1.190 1.150
H: 2.752 -2.627 5.169
C: -5.553 1.212 0.436
C: -5.100 -0.017 -0.027
C: -3.799 -0.143 -0.494
C: -2.939 0.963 -0.512
C: -3.412 2.197 -0.036
C: -4.711 2.318 0.431
Si: -1.163 0.834 -1.003
C: -0.550 2.127 -2.167
C: 0.790 2.527 -2.218
C: 1.207 3.508 -3.102
C: 0.285 4.105 -3.954
C: -1.047 3.719 -3.920
C: -1.464 2.740 -3.031
C: -0.145 2.140 1.391
C: 0.384 3.412 1.489
C: -0.056 4.157 2.588
C: -0.962 3.659 3.521
C: -1.495 2.369 3.421
C: -1.032 1.689 2.332
H: -6.568 1.309 0.797
H: -5.761 -0.872 -0.032
H: -3.454 -1.100 -0.867
H: -2.766 3.070 -0.050
H: -5.071 3.275 0.784
H: 1.527 2.071 -1.562
H: 2.245 3.813 -3.127
H: 0.608 4.874 -4.643
H: -1.763 4.183 -4.585
H: -2.509 2.453 -3.009
H: 1.071 3.828 0.764
H: 0.316 5.165 2.719
H: -1.262 4.286 4.349
H: -2.197 1.968 4.138
H: -2.136 0.320 1.387
O: -1.239 0.354 1.801
C: -0.129 0.874 0.594

Calculated values
Kohn-Sham gap: 8.1 eV
Net charge: +2
Energy above the lowest of the compared OMol25 structures with the same formula, charge and spin: 2.9729 eV
Max |F|: 0.58 eV Å⁻¹
HOMO level: -0.4958 hartree



# 3
# C26H27Cl2N3O3S

C26H27Cl2N3O3S as an isolated structure (ωB97M-V/def2-TZVPD, the OMol25 dataset).

Atoms and positions in Å:
C: 4.174 -2.635 -5.389
C: 3.510 -3.802 -4.662
O: 2.118 -3.621 -4.502
C: 1.649 -2.770 -3.549
C: 2.419 -2.097 -2.607
C: 1.813 -1.264 -1.683
C: 0.438 -1.093 -1.663
C: -0.330 -1.763 -2.609
C: 0.266 -2.586 -3.538
H: -0.325 -3.111 -4.271
H: -1.403 -1.649 -2.619
C: -0.174 -0.154 -0.648
N: -1.623 -0.102 -0.696
C: -2.430 -1.040 -0.154
O: -3.642 -0.967 -0.162
C: -1.716 -2.174 0.516
N: -0.995 -3.034 -0.156
S: -0.299 -4.139 0.802
C: -1.010 -3.503 2.240
C: -1.786 -2.416 1.909
Cl: -2.692 -1.493 3.018
Cl: -0.761 -4.140 3.792
C: -2.228 1.044 -1.362
C: -2.084 2.273 -0.503
C: -2.833 2.378 0.666
C: -2.675 3.468 1.504
C: -1.761 4.460 1.187
C: -1.011 4.362 0.027
C: -1.171 3.272 -0.814
H: -0.591 3.206 -1.724
H: -0.300 5.135 -0.225
H: -1.636 5.310 1.841
H: -3.269 3.546 2.402
H: -3.544 1.600 0.906
H: -1.750 1.183 -2.335
H: -3.284 0.803 -1.504
H: 0.181 0.863 -0.875
C: 0.310 -0.422 0.801
O: 1.058 -1.321 1.121
N: -0.174 0.490 1.663
H: -0.750 1.246 1.322
C: 0.230 0.553 3.055
C: 1.445 1.479 3.222
H: 2.118 1.412 2.369
H: 1.995 1.197 4.120
C: 0.822 2.858 3.401
H: 1.519 3.581 3.822
H: 0.468 3.240 2.441
C: -0.359 2.578 4.329
H: -0.010 2.550 5.362
H: -1.131 3.342 4.254
C: -0.876 1.193 3.910
H: -1.791 1.278 3.325
H: -1.099 0.576 4.779
H: 0.465 -0.472 3.353
H: 2.428 -0.751 -0.960
H: 3.491 -2.209 -2.573
H: 3.992 -3.984 -3.694
H: 3.597 -4.710 -5.265
H: 5.230 -2.846 -5.535
H: 4.072 -1.715 -4.820
H: 3.705 -2.493 -6.360

Calculated values
Kohn-Sham gap: 8.7 eV
Energy above the lowest of the compared OMol25 structures with the same formula, charge and spin: 0.1560 eV
Max |F|: 0.93 eV Å⁻¹
HOMO level: -0.3008 hartree



# 4
# C26H27Cl2N3O5PPdSTe

C26H27Cl2N3O5PPdSTe as an isolated structure (ωB97M-V/def2-TZVPD, the OMol25 dataset).

Atoms and positions in Å:
Pd: 0.489 0.960 0.027
C: -5.941 1.187 6.289
C: -4.700 1.332 5.451
C: -4.785 1.658 4.100
C: -3.645 1.763 3.318
C: -2.402 1.540 3.888
C: -2.294 1.214 5.231
C: -3.440 1.116 6.004
S: -0.936 1.692 2.883
O: -0.831 3.099 2.574
O: 0.131 1.082 3.639
N: -1.264 0.941 1.507
C: -1.262 -0.440 1.419
C: -1.569 -1.288 2.494
C: -1.499 -2.641 2.257
C: -1.123 -3.107 0.995
C: -0.837 -2.185 0.012
N: -0.937 -0.866 0.194
H: -6.787 1.701 5.834
H: -5.792 1.598 7.289
H: -6.214 0.136 6.405
H: -5.757 1.833 3.654
H: -3.712 2.011 2.266
H: -1.312 1.034 5.649
H: -3.356 0.865 7.055
H: -1.790 -0.893 3.472
H: -1.706 -3.346 3.053
H: -1.041 -4.164 0.783
H: -0.529 -2.502 -0.978
N: 4.358 -0.655 -8.953
C: 3.926 -0.450 -7.906
C: 3.390 -0.192 -6.603
C: 3.348 1.112 -6.109
C: 2.832 1.360 -4.854
C: 2.342 0.317 -4.056
C: 2.390 -0.989 -4.568
C: 2.906 -1.243 -5.822
C: 1.818 0.567 -2.758
C: 1.383 0.739 -1.638
H: 3.725 1.924 -6.717
H: 2.800 2.369 -4.466
H: 2.013 -1.797 -3.956
H: 2.939 -2.254 -6.206
Cl: -1.491 5.785 -0.656
C: -0.900 4.120 -0.447
Cl: -1.977 2.936 -1.196
H: -0.841 3.901 0.614
H: 0.066 4.048 -0.931
C: 4.759 -1.965 -0.957
C: 4.636 -1.833 0.545
O: 4.358 -0.459 0.858
P: 3.006 -0.067 1.643
O: 1.969 -1.106 1.533
Te: 2.582 2.164 0.760
O: 3.449 0.071 3.178
C: 4.124 1.220 3.690
C: 4.994 0.781 4.846
H: 5.045 -2.983 -1.230
H: 5.512 -1.276 -1.341
H: 3.806 -1.724 -1.430
H: 5.565 -2.102 1.053
H: 3.830 -2.461 0.925
H: 3.368 1.941 4.007
H: 4.732 1.685 2.908
H: 4.387 0.299 5.613
H: 5.494 1.644 5.289
H: 5.751 0.073 4.509

Calculated values
Kohn-Sham gap: 7.2 eV
Net charge: -1
Energy above the lowest of the compared OMol25 structures with the same formula, charge and spin: 0.7173 eV
Max |F|: 1.41 eV Å⁻¹
HOMO level: -0.1782 hartree